Entry 1:
ORCA calculation (ωB97M-V/def2-TZVPD) on a structure of composition C28H49BClIO7S2Yb.

## Properties
Net charge: +2
Multiplicity: 1
Orbital gap: 5.813 eV

Positions of all 90 atoms, in Å:
Yb: 1.5926 -4.2262 1.8103
I: 2.2114 -5.6338 -0.5527
Cl: -1.5998 2.5179 0.2686
S: 1.9505 -1.1312 3.2418
S: 1.0666 3.2717 0.9871
O: -1.1156 -0.3219 -6.8498
O: 2.2140 3.3927 1.9254
O: -1.3605 0.1442 -1.6587
O: 0.6147 -1.8248 -6.3046
O: 1.3336 2.7440 -0.5561
O: 0.4338 -1.2120 -2.3957
O: 0.5135 4.6839 0.8056
C: 2.0690 -1.0017 -0.0852
C: -0.2930 2.0423 1.4961
C: -4.5420 1.2130 2.6562
C: 1.4762 0.4590 2.4345
C: 0.7450 -0.7962 -8.6080
C: -0.7008 1.0407 -6.4917
C: -1.7053 3.9202 2.9226
C: -0.6101 -2.2144 -2.6617
C: 1.9374 -2.4603 5.7265
C: -1.4546 -2.1935 3.9567
C: 0.9419 0.1750 -0.0963
C: 1.2187 1.6547 -4.6685
C: 0.2133 0.4811 1.3647
C: -1.2479 -0.6571 3.4119
C: 1.6393 -2.5157 0.1232
C: -0.8298 -0.6172 1.8366
C: -0.7894 2.6042 2.8844
C: -3.2566 3.6718 3.3598
C: -2.2706 -0.7682 1.1486
C: 1.8210 1.3995 -0.6812
C: -0.2828 1.0763 -4.9168
C: 2.0444 -0.9533 5.1004
C: -3.8999 2.3382 2.7713
C: 0.0958 -1.0311 -7.1535
C: -2.9693 -2.3168 4.5720
C: 2.3223 -3.4717 -1.0545
C: 1.2960 2.3506 -3.1828
C: 2.2220 1.3698 -2.2418
B: -0.0221 -0.2855 -1.3287
H: -3.7669 -2.0471 3.7705
H: 3.4169 -3.1133 -1.1365
H: -3.0383 -1.4533 5.3482
H: 1.4636 -2.4760 6.7700
H: 1.2813 -3.1301 5.0392
H: -3.1804 -3.3408 5.0355
H: -1.2324 -2.4804 -1.7370
H: 2.0412 -3.0126 1.1159
H: 1.3467 1.1580 3.3309
H: -2.1853 -1.4821 0.2294
H: 1.1799 -0.3242 5.5401
H: 3.2543 1.9154 -2.2868
H: -3.9294 4.5473 2.9948
H: -0.3637 -1.6815 1.7049
H: 1.8122 -3.3480 -2.0706
H: -2.7954 0.1656 0.7876
H: 0.1912 2.3655 -2.8218
H: 1.7455 -1.3485 -8.6637
H: 0.9307 0.3242 -8.7915
H: -1.3041 4.5946 3.7862
H: -0.7585 -2.3088 4.8698
H: 0.5118 -2.7793 0.0798
H: -0.0310 -1.1470 -9.3757
H: -0.5496 -0.1024 4.1204
H: -1.2227 -1.8514 -3.5605
H: 2.9821 -0.7774 0.6041
H: 1.7481 3.3979 -3.2833
H: 1.9258 0.7480 -4.7553
H: -1.7251 4.5997 2.0173
H: 0.0896 1.4904 -7.1880
H: 1.4424 2.3959 -5.5122
H: 2.9894 -2.9300 5.7213
H: 2.4287 0.3556 -2.7135
H: 2.8411 1.3594 -0.1138
H: 0.1820 2.9192 3.4562
H: 2.4540 0.8457 1.9350
H: 2.6095 -1.0245 -1.1200
H: -1.1028 1.6812 -4.3867
H: -2.2942 -0.1660 3.5524
H: -0.3915 -0.0126 -4.5327
H: -0.0897 -3.1953 -3.0121
H: -1.3238 1.9108 3.6177
H: -5.0280 0.2640 2.2134
H: -1.6568 1.6915 -6.6125
H: 3.0236 -0.4870 5.4711
H: -3.3012 3.7419 4.5198
H: -1.2773 -2.9834 3.1395
H: -3.0309 -1.3179 1.8383
H: -1.3353 0.9314 -2.2510

Okay, here come the Löwdin numbers, in e, for every atom:
1. Yb 1.226
2. I 0.969
3. Cl 0.793
4. S 0.824
5. S 0.756
6. O -0.087
7. O -0.279
8. O 0.048
9. O 0.031
10. O -0.249
11. O -0.093
12. O -0.301
13. C -0.121
14. C -0.587
15. C 0.055
16. C -0.378
17. C 0.008
18. C -0.161
19. C -0.218
20. C -0.060
21. C -0.172
22. C -0.232
23. C -0.141
24. C -0.155
25. C -0.254
26. C -0.191
27. C -0.328
28. C -0.269
29. C -0.214
30. C -0.181
31. C -0.066
32. C -0.280
33. C -0.150
34. C -0.455
35. C -0.119
36. C -0.389
37. C -0.106
38. C -0.489
39. C -0.128
40. C -0.099
41. B -0.508
42. H 0.075
43. H 0.104
44. H 0.101
45. H 0.101
46. H 0.024
47. H 0.082
48. H 0.095
49. H -0.138
50. H 0.095
51. H 0.083
52. H 0.097
53. H 0.148
54. H 0.129
55. H 0.075
56. H 0.066
57. H 0.052
58. H 0.103
59. H 0.099
60. H 0.087
61. H 0.136
62. H 0.084
63. H 0.120
64. H 0.106
65. H 0.080
66. H 0.118
67. H 0.137
68. H 0.130
69. H 0.115
70. H 0.090
71. H 0.119
72. H 0.114
73. H 0.083
74. H 0.108
75. H 0.162
76. H 0.126
77. H 0.089
78. H 0.135
79. H 0.110
80. H 0.094
81. H 0.098
82. H 0.107
83. H 0.115
84. H 0.068
85. H 0.145
86. H 0.099
87. H 0.128
88. H 0.081
89. H 0.082
90. H 0.091

=====

Entry 2:
ORCA calculation (ωB97M-V/def2-TZVPD) on a cluster of 9 separate species, C28H49BN10O5PS in total.

## Properties
Net charge: -1
Multiplicity: 1
Orbital gap: 5.412 eV

Positions of all 95 atoms, in Å:
S: -2.7844 -2.9158 -0.0246
P: 4.7513 0.2016 0.0080
O: 4.3856 1.7037 -0.8675
O: 4.1444 -0.8303 -1.2594
O: -1.5531 -2.9154 -2.8362
O: 3.3180 -3.2825 0.6764
O: 5.8688 -3.5478 0.4526
N: 9.8780 2.0364 -2.3111
N: -0.0544 -2.5975 -0.8406
N: -8.0697 11.2804 1.9132
N: -2.5930 4.2824 2.7252
N: -4.5903 7.0299 4.4475
N: 0.8047 -2.5286 -1.9553
N: -2.4140 -10.6964 -2.3018
N: 6.2264 0.9176 -4.3053
N: -6.2475 -8.4242 1.6893
N: -5.1718 -3.1403 3.0025
C: -2.3332 -9.5969 -2.9137
C: -2.3293 -1.4652 1.1308
C: 7.8917 -0.9301 -3.0619
C: 9.3909 2.6953 -3.2695
C: -7.7457 10.3772 2.7312
C: -2.2357 -8.2714 -3.6513
C: -1.9781 1.2696 1.1703
C: 3.2127 1.4752 -1.7720
C: -2.5121 5.3819 2.1132
C: -4.8710 5.8782 4.8775
C: -5.3623 -5.7730 2.1273
C: -5.5316 -8.5959 0.6656
C: -5.2581 -4.3341 2.6057
C: -0.1091 -2.7330 -3.1721
C: -1.1175 2.4109 0.3027
C: -1.9785 -0.1009 0.2329
C: 4.9614 -1.1649 1.3603
C: -2.4147 6.7073 1.3756
C: -1.4831 -2.8344 -1.3685
C: 1.6221 2.7499 0.0970
C: -7.3550 9.2884 3.7172
C: -4.6686 -8.8028 -0.5683
C: 6.9815 0.0798 -3.7414
C: 1.6942 1.6166 -1.0850
C: 3.5810 -0.0313 -2.3980
C: 0.3081 2.6599 1.0719
C: 8.8038 3.4896 -4.4248
C: -5.2094 4.4900 5.3958
B: 4.6853 -2.6938 0.8039
H: 3.4891 0.4329 0.6959
H: -5.5397 4.5508 6.4365
H: 2.9998 -3.4334 1.6262
H: 3.1405 2.1660 -2.7374
H: -4.7030 -5.9293 1.2689
H: -1.7710 3.4043 0.3754
H: -2.2883 7.5241 2.0916
H: 0.5411 1.8836 1.9159
H: 7.3872 -1.3609 -2.1926
H: 0.4200 -2.6887 -4.2150
H: 1.3383 0.5654 -0.6913
H: 9.5589 4.1666 -4.8337
H: -7.9477 9.3830 4.6313
H: -3.1097 1.5840 1.3232
H: -3.6148 -8.8570 -0.2815
H: -7.5352 8.3040 3.2764
H: -5.0690 -6.4550 2.9302
H: -1.4326 0.9883 2.1724
H: -3.1470 -8.0992 -4.2306
H: 4.1499 -0.9618 2.2078
H: 2.5020 -0.3967 -2.7509
H: 6.0750 0.0570 -0.5684
H: -3.3259 6.8795 0.7963
H: -4.8060 -7.9698 -1.2634
H: 4.1873 -0.0649 -3.4096
H: 6.0111 -1.1094 1.9128
H: -4.3277 3.8457 5.3392
H: 8.8123 -0.4402 -2.7328
H: 1.7750 3.8604 -0.3080
H: -4.9499 -9.7337 -1.0683
H: 2.5688 2.5574 0.7984
H: -3.1486 -1.2711 1.9525
H: -1.2923 -1.7729 1.6257
H: 8.1454 -1.7325 -3.7601
H: 7.9496 4.0773 -4.0772
H: -6.2948 9.3768 3.9696
H: -0.9300 -0.1696 -0.2874
H: -6.0099 4.0519 4.7933
H: -2.7788 -0.0187 -0.6311
H: 8.4706 2.8096 -5.2136
H: 0.2189 3.7187 1.6107
H: -1.3791 -8.2850 -4.3309
H: 0.9240 1.9573 -1.9302
H: -1.5580 6.6938 0.6961
H: 5.9061 -3.6785 -0.5598
H: -2.1093 -7.4547 -2.9353
H: 5.3840 1.0810 0.9993
H: -1.0341 2.1420 -0.8328
H: -6.3913 -5.9939 1.8308

Okay, here come the Löwdin numbers, in e, for every atom:
1. S 0.766
2. P 0.450
3. O -0.414
4. O -0.385
5. O -0.093
6. O -0.018
7. O -0.028
8. N 0.090
9. N -0.005
10. N 0.072
11. N 0.119
12. N 0.086
13. N 0.024
14. N 0.094
15. N 0.095
16. N 0.099
17. N 0.086
18. C -0.212
19. C -0.450
20. C -0.072
21. C -0.206
22. C -0.217
23. C -0.074
24. C -0.211
25. C -0.311
26. C -0.203
27. C -0.200
28. C -0.123
29. C -0.184
30. C -0.205
31. C -0.055
32. C -0.210
33. C -0.266
34. C -0.289
35. C -0.074
36. C -0.478
37. C -0.221
38. C -0.096
39. C -0.090
40. C -0.194
41. C -0.178
42. C -0.193
43. C -0.216
44. C -0.090
45. C -0.078
46. B -0.509
47. H 0.009
48. H 0.073
49. H 0.101
50. H 0.133
51. H 0.060
52. H 0.073
53. H 0.071
54. H 0.109
55. H 0.064
56. H 0.129
57. H 0.105
58. H 0.066
59. H 0.073
60. H 0.104
61. H 0.071
62. H 0.071
63. H 0.069
64. H 0.108
65. H 0.076
66. H 0.074
67. H 0.090
68. H 0.004
69. H 0.075
70. H 0.075
71. H 0.079
72. H 0.077
73. H 0.073
74. H 0.049
75. H 0.116
76. H 0.071
77. H 0.111
78. H 0.085
79. H 0.094
80. H 0.069
81. H 0.079
82. H 0.058
83. H 0.088
84. H 0.077
85. H 0.112
86. H 0.063
87. H 0.098
88. H 0.079
89. H 0.104
90. H 0.076
91. H 0.106
92. H 0.077
93. H -0.015
94. H 0.097
95. H 0.058